[1]
A cluster of 2 separate species, C5H17N2O in total at a distorted geometry, computed with the ωB97M-V functional and the def2-TZVPD basis.

Its energy relative to the best compared isomer or geometry (same formula, charge and spin) is 0.262 eV. The total charge is +1. The calculation puts the frontier orbital gap at 0.41178 Ha.

XYZ file:
```
25
Properties=species:S:1:pos:R:3:mulliken_charge:R:1
N 1.68379 -0.68612 -2.16301 -0.58
C 0.75857 -1.69131 -1.71739 -0.52
C -0.47628 -1.01880 -1.11020 -0.62
N -0.05068 0.19803 -0.30905 -0.10
C 0.90974 1.07731 1.79505 -1.46
C 0.35211 -0.16776 1.13374 0.33
C -0.91948 -0.60394 1.88031 -1.34
H 1.34955 -0.13587 -2.95002 0.20
H 0.79595 0.56699 -0.76266 0.45
H 2.56948 -1.05965 -2.47916 0.24
H 1.21731 -2.36295 -0.99741 0.43
H 0.31864 -2.34755 -2.47933 0.35
H -1.02236 -1.62499 -0.39054 0.36
H -1.21876 -0.67827 -1.82820 0.40
H -0.80635 0.88527 -0.23932 0.24
H 1.42240 0.82149 2.71619 0.40
H 0.11011 1.81514 1.92091 0.34
H 1.62615 1.65693 1.19599 0.44
H 1.13383 -0.90229 0.94455 0.35
H -1.78593 -0.11576 1.44245 0.34
H -1.06567 -1.68479 1.95582 0.38
H -0.81279 -0.34559 2.93276 0.44
H -2.53560 2.42742 0.29306 0.33
H -1.67303 3.45986 -0.37200 0.32
O -1.88071 2.51720 -0.41255 -0.69
```



[2]
A cluster of 3 separate species, C5H17N2O2 in total at a distorted geometry, computed with the ωB97M-V functional and the def2-TZVPD basis.

The multiplicity is 2. Its energy relative to the best compared isomer or geometry (same formula, charge and spin) is 3.630 eV. The total charge is +2. The calculation puts the frontier orbital gap (spin up / spin down) at 0.33525 / 0.12977 Ha. The expectation value of S² is 0.759.

XYZ file:
```
26
Properties=species:S:1:pos:R:3:mulliken_charge:R:1
C -0.30776 -2.01576 -2.13370 -0.99
C -1.49175 -1.46872 -1.23631 -0.39
C -0.89687 -0.59946 -0.03351 0.12
C -0.84874 1.01558 -0.28131 -1.12
N 1.98852 1.46066 -0.30979 -0.14
C 1.31014 1.85374 -1.36432 0.20
N -0.03418 1.70947 -1.33915 0.06
H 0.10170 -1.34547 -2.90317 0.28
H 0.50622 -2.22693 -1.33713 0.31
H -0.61221 -2.88136 -2.69295 0.37
H -2.01205 -0.81789 -1.91936 0.33
H -2.21757 -2.15850 -0.86600 0.41
H -1.32077 -0.71489 1.01803 0.29
H 0.23362 -1.02890 0.04810 0.11
H -0.73671 1.41645 0.83492 0.44
H -1.89183 1.32205 -0.52070 0.45
H 1.41240 1.13691 0.55210 0.33
H 2.92419 1.25561 -0.35636 0.23
H 1.81971 2.26006 -2.29800 0.40
H -0.54449 1.90580 -2.15733 0.31
H -1.68649 -1.23177 4.10921 0.33
H -1.63189 0.31433 4.29243 0.32
O -1.52497 -0.35136 3.61617 -0.63
H 2.35861 -0.35416 2.22176 0.30
H 2.71975 0.98479 2.98712 0.34
O 2.38342 0.55973 2.06926 -0.66
```



[3]
A cluster of 2 separate species, C5H17N2S in total, computed with the ωB97M-V functional and the def2-TZVPD basis.

The multiplicity is 2. The total charge is +2. The calculation puts the frontier orbital gap (spin up / spin down) at 0.31031 / 0.11258 Ha. The expectation value of S² is 0.753.

XYZ file:
```
25
Properties=species:S:1:pos:R:3:mulliken_charge:R:1
C -2.56520 0.52371 2.88332 -1.39
C -1.22325 0.31125 2.18720 -0.23
C -0.10069 0.09471 3.23181 -0.47
S 1.45256 -0.50521 2.54024 0.15
H -3.38681 0.35836 2.18707 0.36
H -2.63519 1.54212 3.25837 0.38
H -2.70610 -0.18341 3.69968 0.39
H -1.26743 -0.55801 1.52787 0.35
H -0.94012 1.18620 1.59653 0.29
H -0.38444 -0.68091 3.95401 0.41
H 0.13344 1.00328 3.78489 0.45
H 2.14896 0.65391 2.62643 0.33
C 0.55458 -0.16398 -3.33270 -0.66
N 1.10802 -0.80155 -4.50209 -0.57
C 1.41526 -0.52054 -2.12286 -0.51
N 0.84448 0.12607 -0.87473 -0.16
H -0.50077 -0.41848 -3.12580 0.41
H 0.51191 0.91907 -3.47696 0.43
H 0.67859 -1.70904 -4.63044 0.23
H 0.95245 -0.24815 -5.33349 0.27
H 2.42881 -0.17610 -2.32267 0.32
H 1.43450 -1.59589 -1.96182 0.33
H 1.19585 -0.29431 -0.00382 0.12
H 1.02319 1.13319 -0.87519 0.41
H -0.17259 0.00372 -0.91486 0.35
```



[4]
The ion C5H17N4P2 with charge +1 at a distorted geometry, computed with the ωB97M-V functional and the def2-TZVPD basis.

Its energy relative to the best compared isomer or geometry (same formula, charge and spin) is 4.354 eV. The total charge is +1. The calculation puts the frontier orbital gap at 0.29396 Ha.

XYZ file:
```
28
Properties=species:S:1:pos:R:3:mulliken_charge:R:1
C 1.25983 -0.34499 -2.42784 -0.84
N 0.36910 0.31987 -1.55962 -0.20
P -0.57533 -0.81244 -0.71209 0.05
N -1.60868 0.28219 0.20490 -0.14
C -2.87121 0.60865 -0.58332 -1.06
C -2.20293 -0.44869 1.43918 -0.89
N 0.69124 -0.99995 0.58539 0.17
C 0.93961 -2.70790 0.95606 -0.89
P 1.88926 -0.15207 1.23198 -0.05
N 1.32466 1.35248 0.94426 0.10
C 2.23595 2.49725 0.83095 -0.82
H 0.90074 -1.32381 -2.85579 0.32
H 1.69811 0.14922 -3.40241 0.33
H 2.21505 -0.64201 -1.74835 0.16
H -0.25009 1.09651 -1.87219 0.33
H -2.56714 1.15598 -1.38186 0.33
H -3.28626 -0.40196 -0.89293 0.44
H -3.69746 1.03560 0.02290 0.33
H -3.10676 -1.17145 1.32505 0.31
H -1.43305 -0.97799 1.99245 0.32
H -2.69316 0.36299 2.21197 0.31
H 1.74105 -2.77933 1.72727 0.40
H -0.05010 -3.16597 1.25553 0.27
H 1.28094 -2.92508 0.01942 0.41
H 0.51424 1.57168 0.52189 0.36
H 2.84537 2.52577 1.70524 0.31
H 2.83987 2.49072 -0.08728 0.33
H 1.59717 3.40474 0.54926 0.30
```



[5]
A structure of composition C5H17N4P2 at a distorted geometry, computed with the ωB97M-V functional and the def2-TZVPD basis.

Its energy relative to the best compared isomer or geometry (same formula, charge and spin) is 3.425 eV. The total charge is +1. The calculation puts the frontier orbital gap at 0.31865 Ha.

XYZ file:
```
28
Properties=species:S:1:pos:R:3:mulliken_charge:R:1
C 0.00721 2.43199 0.16333 -0.71
C -0.04345 -2.61121 -0.39863 -0.65
C 4.37918 0.58818 0.78758 -0.87
C -2.72958 -0.11631 -1.28900 -0.92
C -3.70486 0.09991 0.99858 -0.86
N -0.00028 0.93308 0.21163 0.18
N -0.04059 -1.24710 -0.06256 0.10
N 3.53283 -0.15228 -0.21222 -0.52
N -2.47102 -0.08210 0.18696 0.18
P 0.99863 -0.05840 -0.67430 0.24
P -1.07660 -0.17824 1.01567 -0.21
H -0.23939 2.71618 -0.91265 0.24
H -0.78488 2.69139 0.89036 0.29
H 1.08336 2.54728 0.40620 0.31
H -0.47416 -3.17995 0.53834 0.27
H -0.58666 -2.93886 -1.28516 0.29
H 1.07966 -2.95039 -0.64937 0.21
H 5.46855 0.27837 0.65272 0.33
H 4.50719 1.69816 0.51064 0.28
H 3.97997 0.43007 1.69935 0.36
H -1.87502 0.09662 -1.94371 0.27
H -3.33335 -1.12314 -1.40684 0.30
H -3.37911 0.65565 -1.56244 0.44
H -3.88424 1.14659 1.04453 0.34
H -4.56846 -0.42508 0.51105 0.30
H -3.44966 -0.21700 2.02625 0.30
H 3.82638 0.07575 -1.08223 0.26
H 3.77835 -1.10913 -0.16409 0.26
```



[6]
The ion C5H17N4P2 with charge +1 at a distorted geometry, computed with the ωB97M-V functional and the def2-TZVPD basis.

Its energy relative to the best compared isomer or geometry (same formula, charge and spin) is 1.642 eV. The total charge is +1. The calculation puts the frontier orbital gap at 0.37513 Ha.

XYZ file:
```
28
Properties=species:S:1:pos:R:3:mulliken_charge:R:1
C -3.52595 -0.02625 -0.39058 -1.55
C -2.09690 0.08468 -0.94356 0.09
C -1.41884 1.39636 -0.42250 -1.12
N -0.00211 1.64300 -0.63512 -0.27
P 1.23456 0.75791 0.00684 0.64
C 0.87031 0.25376 1.69699 -1.15
N 2.61888 1.55611 -0.30945 -0.23
P 3.56047 0.14560 -0.68352 0.02
N 3.82970 -0.36997 0.93604 -0.55
N 1.93834 -0.53456 -0.90016 -0.04
C 1.60632 -1.91176 -1.04328 -0.57
H -3.93200 0.92426 -0.47682 0.40
H -4.09292 -0.79207 -0.91820 0.41
H -3.43530 -0.45310 0.52268 0.43
H -2.32356 0.01968 -1.95083 0.29
H -1.58083 -0.75939 -0.64540 0.11
H -1.87819 2.15398 -0.88492 0.48
H -1.75084 1.38499 0.54684 0.48
H 0.17531 2.07804 -1.52180 0.30
H 1.72010 0.36626 2.28442 0.50
H 0.37312 -0.71507 1.72893 0.41
H 0.23703 0.96534 2.34000 0.38
H 2.69705 2.57514 -0.37642 0.27
H 3.30902 -1.21724 1.13705 0.21
H 4.79128 -0.66411 1.06528 0.32
H 0.43616 -1.89240 -1.06685 0.16
H 2.12672 -2.36435 -0.17938 0.26
H 2.13111 -2.20142 -1.90182 0.31
```



[7]
A cluster of 3 separate species, C5H17NO2 in total at a distorted geometry, computed with the ωB97M-V functional and the def2-TZVPD basis.

Its energy relative to the best compared isomer or geometry (same formula, charge and spin) is 0.893 eV. The calculation puts the frontier orbital gap at 0.34285 Ha.

XYZ file:
```
25
Properties=species:S:1:pos:R:3:mulliken_charge:R:1
C 1.60710 0.23108 2.59717 -1.43
C 0.95746 -0.62640 1.50566 -0.18
C 0.10494 0.21081 0.55901 0.38
C 0.81550 0.60199 -0.74748 -1.19
C -1.20112 -0.53227 0.15042 -0.54
N -2.26264 0.39519 -0.17793 -0.62
H 2.50578 -0.24966 2.98647 0.39
H 2.00879 1.13490 2.12691 0.32
H 1.00281 0.48023 3.46575 0.35
H 1.73816 -1.02766 0.85505 0.00
H 0.37317 -1.42448 1.95885 0.39
H -0.20444 1.17959 0.97312 0.26
H 1.53528 1.39365 -0.53270 0.35
H 1.29199 -0.28333 -1.18070 0.13
H 0.13383 0.90567 -1.53754 0.37
H -0.94374 -1.16007 -0.71906 0.21
H -1.53744 -1.20060 0.94695 0.36
H -2.84572 0.09137 -0.93958 0.22
H -2.05176 1.35959 -0.38248 0.23
O -3.48128 1.76210 -2.80569 -0.63
H -2.91545 1.94741 -3.56332 0.32
H -3.90353 2.61698 -2.72132 0.31
O 2.70424 -2.84840 -0.90929 -0.65
H 1.93120 -2.75345 -0.31871 0.34
H 2.63686 -2.20422 -1.58954 0.32
```



[8]
A cluster of 3 separate species, C5H17NO2 in total at a distorted geometry, computed with the ωB97M-V functional and the def2-TZVPD basis.

Its energy relative to the best compared isomer or geometry (same formula, charge and spin) is 2.324 eV. The calculation puts the frontier orbital gap at 0.36290 Ha.

XYZ file:
```
25
Properties=species:S:1:pos:R:3:mulliken_charge:R:1
C 2.96334 -1.41473 1.32474 -1.21
C 1.52765 -1.92047 0.99712 0.41
C 1.34868 -2.76622 -0.27148 -1.56
C 0.41866 -0.71435 0.79863 -0.36
C -1.03068 -1.15214 1.15148 -1.22
N 0.48546 0.05087 -0.38559 -0.49
H 2.96774 -0.29783 1.50809 0.29
H 3.85779 -1.54681 0.67584 0.32
H 3.14235 -1.82772 2.34325 0.27
H 1.25783 -2.45113 1.81617 0.52
H 0.36578 -2.80883 -0.58960 0.45
H 1.88041 -2.53823 -1.17959 0.37
H 1.40152 -3.86640 0.13552 0.30
H 0.58545 -0.14552 1.64657 0.49
H -1.21590 -1.75166 2.11192 0.33
H -1.63397 -0.15455 1.45459 0.27
H -1.53307 -1.64916 0.26211 0.26
H 1.37212 0.53008 -0.40128 0.35
H 0.43421 -0.54954 -1.15725 0.22
O -5.14992 3.54780 -1.54862 -0.66
H -4.09906 3.42720 -1.55397 0.33
H -5.50917 2.64952 -1.72934 0.33
O 0.41094 3.21185 -1.48600 -0.66
H 0.00158 2.38759 -1.03484 0.34
H -0.12788 3.96719 -1.33506 0.31
```



Q: Which formula does entry 8 have?
A: C5H17NO2



Copy entry 8 word for word.
A cluster of 3 separate species, C5H17NO2 in total at a distorted geometry, computed with the ωB97M-V functional and the def2-TZVPD basis.

Its energy relative to the best compared isomer or geometry (same formula, charge and spin) is 2.324 eV. The calculation puts the frontier orbital gap at 0.36290 Ha.

XYZ file:
```
25
Properties=species:S:1:pos:R:3:mulliken_charge:R:1
C 2.96334 -1.41473 1.32474 -1.21
C 1.52765 -1.92047 0.99712 0.41
C 1.34868 -2.76622 -0.27148 -1.56
C 0.41866 -0.71435 0.79863 -0.36
C -1.03068 -1.15214 1.15148 -1.22
N 0.48546 0.05087 -0.38559 -0.49
H 2.96774 -0.29783 1.50809 0.29
H 3.85779 -1.54681 0.67584 0.32
H 3.14235 -1.82772 2.34325 0.27
H 1.25783 -2.45113 1.81617 0.52
H 0.36578 -2.80883 -0.58960 0.45
H 1.88041 -2.53823 -1.17959 0.37
H 1.40152 -3.86640 0.13552 0.30
H 0.58545 -0.14552 1.64657 0.49
H -1.21590 -1.75166 2.11192 0.33
H -1.63397 -0.15455 1.45459 0.27
H -1.53307 -1.64916 0.26211 0.26
H 1.37212 0.53008 -0.40128 0.35
H 0.43421 -0.54954 -1.15725 0.22
O -5.14992 3.54780 -1.54862 -0.66
H -4.09906 3.42720 -1.55397 0.33
H -5.50917 2.64952 -1.72934 0.33
O 0.41094 3.21185 -1.48600 -0.66
H 0.00158 2.38759 -1.03484 0.34
H -0.12788 3.96719 -1.33506 0.31
```